Record 1
{
  "formula": "C18H19N3O2",
  "method": "the ωB97M-V functional and the def2-TZVPD basis",
  "species": ["C", "C", "C", "C", "C", "C", "N", "C", "C", "C", "O", "N", "C", "C", "C", "C", "N", "C", "C", "C", "O", "C", "C", "H", "H", "H", "H", "H", "H", "H", "H", "H", "H", "H", "H", "H", "H", "H", "H", "H", "H", "H"],
  "xyz": [[5.085, -3.142, 4.327], [4.796, -1.710, 3.894], [3.643, -1.541, 2.940], [3.335, -0.261, 2.488], [2.292, -0.033, 1.614], [1.513, -1.096, 1.160], [0.440, -0.859, 0.286], [-0.133, 0.467, 0.153], [-1.467, 0.242, -0.564], [-1.830, 1.407, -1.482], [-1.050, 2.281, -1.778], [-3.111, 1.319, -1.938], [-3.784, 2.177, -2.812], [-3.216, 3.321, -3.369], [-3.991, 4.093, -4.218], [-5.295, 3.702, -4.480], [-5.839, 2.617, -3.955], [-5.107, 1.878, -3.148], [-1.208, -1.043, -1.355], [-0.124, -1.765, -0.556], [0.166, -2.930, -0.686], [1.812, -2.379, 1.606], [2.863, -2.592, 2.479], [5.322, -3.765, 3.469], [5.937, -3.156, 5.004], [4.231, -3.569, 4.848], [4.595, -1.103, 4.783], [5.692, -1.294, 3.423], [3.929, 0.576, 2.827], [2.099, 0.974, 1.280], [0.501, 1.117, -0.464], [-0.263, 0.927, 1.135], [-2.269, 0.083, 0.163], [-3.661, 0.529, -1.627], [-2.199, 3.590, -3.139], [-3.583, 4.985, -4.666], [-5.937, 4.275, -5.135], [-5.594, 0.999, -2.743], [-0.799, -0.823, -2.345], [-2.081, -1.681, -1.480], [1.227, -3.214, 1.260], [3.063, -3.602, 2.800]],
  "homo_lumo_gap_ev": 8.8,
  "relative_energy_kcal_mol": 11.8,
  "lumo_energy_ha": 0.016,
  "total_energy_ev": -27540.9851,
  "multiplicity": 1
}

Record 2
{
  "formula": "C15H27B2IO20S3",
  "method": "the ωB97M-V functional and the def2-TZVPD basis",
  "species": ["C", "C", "C", "O", "O", "C", "C", "C", "O", "B", "O", "O", "C", "C", "O", "S", "O", "O", "C", "C", "C", "O", "I", "O", "B", "O", "O", "H", "H", "H", "H", "H", "H", "H", "H", "H", "H", "H", "H", "H", "H", "H", "H", "H", "H", "H", "C", "C", "O", "S", "O", "O", "O", "H", "H", "H", "H", "C", "C", "O", "S", "O", "O", "O", "H", "H", "H", "H"],
  "xyz": [[-1.545, 4.279, -3.415], [-1.590, 2.834, -4.188], [-2.528, 1.695, -3.475], [-3.304, 0.928, -4.291], [-2.668, 1.439, -2.035], [-1.377, 1.607, -1.318], [-1.265, 0.759, 0.077], [-0.875, -0.861, -0.138], [-0.758, -1.039, -1.564], [-1.732, -1.855, -2.247], [-3.194, -1.543, -2.369], [-1.262, -3.113, -2.912], [-1.974, -1.640, 0.720], [-1.791, -3.223, 1.038], [-0.475, -3.637, 1.545], [0.502, -3.584, 0.141], [1.561, -4.728, 0.393], [1.399, -2.186, -0.032], [0.713, -0.937, 0.407], [0.928, -0.753, 1.982], [2.233, -1.427, 2.705], [2.084, -1.719, 4.031], [4.210, -1.887, 1.934], [1.306, 0.063, -0.513], [2.394, 0.851, -0.033], [3.821, 0.654, -0.442], [2.173, 2.012, 0.901], [-0.745, 4.176, -2.538], [-2.565, 4.621, -2.943], [-1.079, 5.065, -4.165], [-1.856, 3.038, -5.331], [-0.475, 2.410, -4.194], [-0.431, 1.495, -2.036], [-1.356, 2.759, -1.001], [-2.346, 0.833, 0.582], [-0.542, 1.304, 0.819], [-3.704, -2.195, -1.782], [-0.959, -2.915, -3.861], [-3.091, -1.464, 0.338], [-2.006, -1.112, 1.796], [-2.027, -3.846, 0.057], [-2.605, -3.530, 1.838], [0.018, -1.292, 2.546], [0.846, 0.358, 2.415], [4.371, 1.251, 0.158], [1.496, 2.623, 0.441], [-5.045, -3.359, 4.965], [-6.479, -2.993, 4.591], [-6.367, -1.835, 3.768], [-4.973, -1.917, 2.925], [-5.271, -2.438, 1.610], [-4.237, -0.693, 3.139], [-4.270, -3.104, 3.795], [-4.671, -2.717, 5.768], [-4.951, -4.407, 5.264], [-7.098, -2.785, 5.467], [-6.946, -3.786, 3.997], [7.797, 2.491, -2.345], [8.535, 2.781, -1.041], [7.841, 3.880, -0.456], [6.263, 3.784, -0.856], [5.557, 3.160, 0.240], [5.861, 5.044, -1.436], [6.415, 2.687, -2.053], [8.084, 3.202, -3.127], [7.971, 1.471, -2.700], [9.586, 3.031, -1.204], [8.466, 1.933, -0.352]],
  "homo_lumo_gap_ev": 9.4,
  "lumo_energy_ha": -0.002,
  "total_energy_ev": -98896.3838,
  "multiplicity": 1
}